An isolated molecule of C5H8O2. Source: the OMol25 dataset; level of theory: ωB97M-V/def2-TZVPD.

Values from the calculation:
SMILES string   CCCC(=O)C=O
Energy relative to the best compared isomer or geometry (same formula, charge and spin)   80.8 kJ/mol

Each line ends with the natural charge from an NBO analysis.
Element x y z (Å)
C 1.19525 1.69251 -0.64153  -0.60
C 0.40028 0.49626 -1.14579  -0.40
C 0.27933 -0.62466 -0.11890  -0.52
C -0.96534 -0.58548 0.72982  0.49
O -1.71980 0.35303 0.86213  -0.50
C -1.29424 -1.89011 1.47227  0.34
O -0.68724 -2.91177 1.26637  -0.48
H 0.72249 2.13104 0.24053  0.21
H 1.26500 2.47085 -1.40671  0.21
H 2.21162 1.38949 -0.37105  0.20
H 0.87958 0.08635 -2.03606  0.20
H -0.59815 0.82116 -1.44784  0.22
H 0.30815 -1.61480 -0.58270  0.25
H 1.12822 -0.61713 0.58182  0.24
H -2.13542 -1.82084 2.18941  0.13

Forces on atoms 1 to 3 (eV/Å):
C 0.008 0.082 0.022
C -0.033 0.028 -0.054
C -0.126 -0.058 0.061

A structure of composition C13H37IN4O5Si2 in a non-equilibrium geometry. Source: the OMol25 dataset; level of theory: ωB97M-V/def2-TZVPD.

Values from the calculation:
Energy   -1989.5018 Ha

Each line ends with the natural charge from an NBO analysis.
Element x y z (Å)
O 4.69945 -0.23531 6.96406  -0.48
C 4.33717 0.57820 6.21942  0.88
N 3.79556 1.32818 5.41731  -0.95
Si 3.15966 2.82522 6.10145  1.58
O 1.50053 2.81305 6.13766  -1.23
Si 0.75457 1.31835 6.17359  1.20
I -1.64284 1.53820 6.56383  -0.20
H 3.58590 3.92554 5.22614  -0.20
H 3.72821 3.06809 7.44052  -0.21
H 1.35642 0.47643 7.22732  -0.19
H 0.97261 0.60368 4.90619  -0.20
C 1.77321 0.11698 0.02755  -0.61
C 1.60494 0.39677 1.51710  -0.09
C 0.58718 1.50786 1.81813  -0.07
O 1.06108 2.82096 1.58361  -0.55
C 1.00011 3.25362 0.23928  -0.24
N 2.92146 0.67677 2.09913  -0.83
H 2.37606 0.87724 -0.46993  0.20
H 2.27609 -0.83726 -0.12358  0.23
H 0.80421 0.06181 -0.47480  0.20
H 1.22153 -0.51855 1.97930  0.19
H 0.35384 1.47202 2.88524  0.18
H -0.35699 1.33696 1.28241  0.16
H 0.12618 2.84385 -0.27632  0.16
H 1.90818 2.98486 -0.30553  0.17
H 0.92293 4.34085 0.24514  0.19
H 2.83666 0.75881 3.10885  0.36
H 3.19673 1.60895 1.80002  0.35
C -0.19055 -3.45029 -4.96270  -0.61
C -0.45339 -3.30117 -3.46718  -0.08
C 0.11459 -2.00852 -2.86506  -0.08
O 1.51295 -2.01476 -2.65279  -0.55
C 2.30182 -1.71826 -3.78879  -0.25
N 0.04656 -4.49452 -2.77843  -0.82
H 0.83821 -3.74282 -5.17152  0.20
H -0.83444 -4.22397 -5.38112  0.22
H -0.39869 -2.51933 -5.49455  0.20
H -1.53907 -3.26355 -3.32971  0.18
H -0.32503 -1.87880 -1.87425  0.20
H -0.17879 -1.13078 -3.45694  0.16
H 1.81074 -0.99271 -4.44420  0.17
H 2.54109 -2.62335 -4.35269  0.17
H 3.24032 -1.29048 -3.43559  0.19
H -0.21990 -4.44823 -1.79884  0.35
H 1.06136 -4.43344 -2.75891  0.36
C -5.01145 1.03110 -1.54614  -0.61
C -3.55469 1.34941 -1.86774  -0.08
C -2.71112 0.10973 -2.19998  -0.07
O -2.33347 -0.66846 -1.07964  -0.56
C -3.32034 -1.57664 -0.62296  -0.25
N -2.98443 2.12404 -0.76168  -0.82
H -5.13038 0.61735 -0.54511  0.20
H -5.61083 1.94007 -1.58992  0.22
H -5.42832 0.32167 -2.26402  0.20
H -3.54904 1.98380 -2.75906  0.19
H -1.77149 0.45275 -2.64225  0.18
H -3.20497 -0.51909 -2.95329  0.17
H -3.91053 -1.98180 -1.44983  0.17
H -3.98129 -1.10721 0.10875  0.17
H -2.80595 -2.39906 -0.12495  0.19
H -2.04942 2.43001 -1.01673  0.35
H -2.83074 1.48517 0.01470  0.35

Forces on atoms 1 to 3 (eV/Å):
O 0.545 0.359 -0.238
C -1.068 -0.789 -0.137
N 0.350 0.396 0.903

A cluster of 2 separate species, C3H10B3BrO7P in total in a non-equilibrium geometry. Source: the OMol25 dataset; level of theory: ωB97M-V/def2-TZVPD.

Values from the calculation:
Net charge   -1
Energy   -3637.2893 Ha

Each line ends with the natural charge from an NBO analysis.
Element x y z (Å)
O -1.95978 0.18565 -1.63532  -1.08
P -0.49829 0.06519 -1.56407  2.12
O 0.16652 0.65528 -0.23164  -0.95
O 0.04515 -1.41620 -1.60036  -0.97
B 0.21425 1.19748 -2.98260  0.75
O -0.57017 2.11844 -3.64702  -0.87
B -0.06120 3.40196 -3.60202  0.99
O 1.31511 3.56148 -3.69903  -0.90
B 2.06695 2.52219 -3.18822  0.97
Br 3.69258 2.87951 -2.25837  -0.10
O 1.58193 1.24004 -3.28156  -0.89
H 0.09103 1.62130 -0.22752  0.49
H 0.91785 -1.52502 -1.18785  0.54
H -0.76718 4.33602 -3.41461  -0.10
C -0.30135 -2.83045 3.78789  -0.64
C 0.01576 -1.59920 2.90580  0.13
C -1.28397 -1.17022 2.19129  -0.64
O 1.00400 -1.85605 2.01950  -0.97
H -0.61395 -3.65884 3.14435  0.18
H 0.59812 -3.13316 4.32964  0.19
H -1.09754 -2.63680 4.52253  0.16
H 0.24501 -0.76849 3.63393  0.05
H -1.60535 -1.96785 1.51364  0.19
H -1.07487 -0.27952 1.60203  0.19
H -2.12061 -0.94275 2.86959  0.16

Forces on atoms 1 to 3 (eV/Å):
O 0.081 -0.166 -0.150
P -1.089 0.099 0.181
O 0.457 0.352 -0.522

An isolated molecule of C4H9NO. Source: the OMol25 dataset; level of theory: ωB97M-V/def2-TZVPD.

Values from the calculation:
Energy relative to the best compared isomer or geometry (same formula, charge and spin)   354.0 kJ/mol

Each line ends with the natural charge from an NBO analysis.
Element x y z (Å)
C 2.34474 0.45296 -0.18589  -0.25
O 0.99918 0.57140 0.19909  -0.55
C 0.33582 -0.67016 0.20761  -0.08
C -1.09892 -0.36793 0.54417  -0.25
C -2.92345 0.69652 -0.76728  -0.08
N -1.66419 0.58743 -0.41642  -0.56
H 2.43424 0.03990 -1.20188  0.17
H 2.89308 -0.19924 0.50912  0.17
H 2.78033 1.45373 -0.16420  0.20
H 0.75952 -1.35116 0.96100  0.18
H 0.39706 -1.14792 -0.78382  0.17
H -1.71506 -1.27491 0.54687  0.21
H -1.15922 0.10426 1.52599  0.20
H -3.37383 -0.22589 -0.32225  0.07
H -1.00931 1.33100 -0.65211  0.40

Forces on atoms 1 to 3 (eV/Å):
C 0.332 0.021 -0.068
O 0.086 -0.022 0.023
C -0.177 -0.103 -0.020

A structure of composition C27H26Cl3N2OPbS4Si in a non-equilibrium geometry. Source: the OMol25 dataset; level of theory: ωB97M-V/def2-TZVPD.

Values from the calculation:
Net charge   -1
Energy relative to the best compared isomer or geometry (same formula, charge and spin)   0.0 kJ/mol

Each line ends with the natural charge from an NBO analysis.
Element x y z (Å)
Pb -1.87185 -1.60166 2.17292  1.31
S 1.79012 -1.17040 5.02612  -0.06
C 0.41171 -0.76108 4.26199  -0.53
S -1.16209 -0.88040 4.84935  -0.20
S 0.42042 -0.03728 2.57075  0.22
Cl -7.00803 4.53695 1.79160  -0.06
C -5.73721 3.30313 1.72903  -0.04
C -6.03771 2.01228 2.08783  -0.25
C -4.98751 1.06450 2.08431  -0.15
Cl -5.31741 -0.51560 2.69251  0.01
C -3.64793 1.35814 1.65654  0.41
O -2.65380 0.56596 1.62063  -0.86
C -3.50081 2.72950 1.29643  -0.12
Cl -1.91367 3.16314 0.74682  0.00
C -4.48839 3.70370 1.32733  -0.26
H -7.06109 1.69236 2.33150  0.24
H -4.28674 4.71812 1.00712  0.24
C 2.03307 -0.56840 1.83908  -1.02
Si 1.95201 -0.37641 -0.04197  1.69
C 0.56132 -1.47368 -0.75333  -0.69
N -0.81256 -1.23327 -0.41622  -0.49
C -1.28653 0.08650 -0.83156  -0.25
C -2.64460 0.00637 -1.49712  -0.41
C -2.49448 -0.83139 -2.76039  -0.40
C -2.02274 -2.28071 -2.42419  -0.43
C -1.66692 -2.35223 -0.93835  -0.23
C 3.56836 -1.13983 -0.59184  -0.51
C 3.89723 -2.48706 -0.31935  -0.18
C 5.16291 -2.99708 -0.65453  -0.22
C 6.15443 -2.14233 -1.16160  -0.21
C 5.86416 -0.80488 -1.38535  -0.24
C 4.58137 -0.31572 -1.13222  -0.14
C 1.88818 1.43382 -0.50288  -0.52
C 1.54716 1.86255 -1.78820  -0.18
C 1.59681 3.20307 -2.11534  -0.22
C 1.90849 4.13331 -1.15508  -0.20
C 2.17197 3.73929 0.17293  -0.23
C 2.16545 2.38409 0.48699  -0.12
H 2.82367 -0.00670 2.37616  0.27
H 2.13381 -1.61520 2.10514  0.28
H 0.82176 -2.47945 -0.44843  0.27
H 0.68373 -1.48100 -1.81874  0.19
H -0.57202 0.45921 -1.59200  0.17
H -1.21225 0.79049 0.00558  0.25
H -2.99459 0.99688 -1.76631  0.22
H -3.38522 -0.41479 -0.78024  0.21
H -1.73247 -0.36721 -3.41380  0.19
H -3.38878 -0.85053 -3.34436  0.20
H -1.17096 -2.50811 -3.10211  0.21
H -2.84022 -2.94941 -2.59140  0.21
H -1.15418 -3.28869 -0.76506  0.24
H -2.59520 -2.38171 -0.34174  0.18
H 3.13393 -3.16306 0.12449  0.25
H 5.35762 -4.02044 -0.47638  0.21
H 7.17296 -2.50771 -1.25070  0.20
H 6.61122 -0.15515 -1.72341  0.20
H 4.31256 0.73064 -1.27249  0.20
H 1.18694 1.13794 -2.55242  0.21
H 1.26463 3.47421 -3.10881  0.21
H 1.95443 5.19123 -1.47855  0.21
H 2.25453 4.49161 0.91828  0.21
H 2.30234 2.09919 1.50953  0.21
S 1.40506 -5.18274 0.22817  -0.37
C 0.55360 -4.24924 1.30498  0.15
N 0.00002 -3.47761 1.97236  -0.66

Forces on atoms 1 to 3 (eV/Å):
Pb 0.312 0.089 0.148
S 0.218 0.067 -0.101
C 0.510 0.206 -0.405

A cluster of 2 separate species, C14H27BN3O in total in a non-equilibrium geometry. Source: the OMol25 dataset; level of theory: ωB97M-V/def2-TZVPD.

Values from the calculation:
Net charge   +1
Energy relative to the best compared isomer or geometry (same formula, charge and spin)   14.6 kJ/mol

Each line ends with the natural charge from an NBO analysis.
Element x y z (Å)
C -1.35478 1.52530 -2.80312  -1.05
B -1.86981 0.11928 -3.29402  1.12
O -1.15709 -0.67059 -4.19399  -0.93
C -3.28061 -0.44137 -2.77267  -0.69
C -3.54546 -0.03448 -1.38034  0.30
N -3.64563 0.53702 -0.39089  -0.33
C -4.39171 0.04296 -3.76270  -0.47
C -4.77035 1.44854 -3.55118  0.26
N -4.96030 2.57738 -3.55682  -0.28
H -0.90035 1.50491 -1.81020  0.25
H -0.68661 1.95260 -3.55453  0.25
H -2.22247 2.19272 -2.71588  0.27
H -1.38490 -0.42594 -5.10067  0.52
H -3.29864 -1.53500 -2.81253  0.27
H -5.27265 -0.59703 -3.70225  0.27
H -3.99963 -0.09040 -4.77447  0.25
C 0.31828 -1.41201 -0.90316  -0.61
C -0.18481 -1.42804 0.53798  -0.41
C -0.09285 -0.08211 1.27133  -0.44
C 1.16664 0.76162 1.12174  -0.21
N 2.43768 0.34879 1.85266  -0.21
C 2.52979 1.00634 3.21266  -0.21
C 1.70284 0.11380 4.12527  -0.43
C 1.86783 -1.30308 3.54569  -0.43
C 2.56906 -1.11337 2.20092  -0.22
C 3.60185 0.76853 1.00679  -0.40
H 1.35696 -1.08408 -0.98892  0.19
H 0.26429 -2.41317 -1.32934  0.24
H -0.30163 -0.75635 -1.51208  0.21
H 0.31804 -2.22145 1.09484  0.19
H -1.23733 -1.71729 0.53553  0.24
H -0.35363 -0.21999 2.32109  0.22
H -0.89335 0.54806 0.86965  0.26
H 0.95030 1.77097 1.46979  0.23
H 1.42565 0.86013 0.06909  0.23
H 3.58090 0.99643 3.49968  0.22
H 2.18196 2.03403 3.15274  0.24
H 0.65721 0.41838 4.10801  0.23
H 2.03467 0.18373 5.15846  0.25
H 0.90450 -1.79907 3.43798  0.23
H 2.47393 -1.93314 4.19335  0.24
H 2.21368 -1.72553 1.37962  0.24
H 3.63523 -1.30484 2.31513  0.22
H 3.53802 1.84171 0.84129  0.23
H 3.55133 0.23216 0.06241  0.23
H 4.52394 0.52295 1.52607  0.23

Forces on atoms 1 to 3 (eV/Å):
C -0.574 -0.075 -0.678
B 0.487 0.088 0.382
O -0.857 0.544 0.056

A cluster of 3 separate species, C3H12O2S2 in total in a non-equilibrium geometry. Source: the OMol25 dataset; level of theory: ωB97M-V/def2-TZVPD.

Values from the calculation:
SMILES string   CCCSS.O.O
Energy relative to the best compared isomer or geometry (same formula, charge and spin)   117.0 kJ/mol

Each line ends with the natural charge from an NBO analysis.
Element x y z (Å)
C 0.96834 2.04380 -1.56480  -0.41
C -0.54898 2.25817 -1.48861  -0.62
C 1.46699 0.53763 -1.51633  -0.49
S 1.36904 -0.24088 0.21264  0.02
S 0.17825 -1.95184 -0.08107  -0.12
H 1.50096 2.49368 -0.66204  0.20
H 1.32995 2.51778 -2.47915  0.21
H -0.87047 3.11874 -0.91321  0.22
H -0.95256 2.35662 -2.49409  0.21
H -1.04747 1.33406 -1.11789  0.20
H 2.44033 0.37111 -2.03608  0.23
H 0.61930 -0.01501 -1.90370  0.22
H -0.97668 -1.31172 0.05400  0.13
H -5.63104 2.28874 1.40748  0.47
H -6.57271 1.86046 0.30034  0.47
O -6.39060 1.72527 1.26089  -0.93
H 2.67666 -2.67974 1.67818  0.47
H 2.30882 -1.42104 2.54271  0.47
O 2.52811 -2.33374 2.60621  -0.94

Forces on atoms 1 to 3 (eV/Å):
C 1.488 -0.296 1.915
C -0.189 -1.493 -0.217
C -1.377 0.496 0.224

A cluster of 2 separate species, CH6OS in total in a non-equilibrium geometry. Source: the OMol25 dataset; level of theory: ωB97M-V/def2-TZVPD.

Values from the calculation:
SMILES string   CO.S
Energy relative to the best compared isomer or geometry (same formula, charge and spin)   67.1 kJ/mol

Each line ends with the natural charge from an NBO analysis.
Element x y z (Å)
S -3.77977 3.41331 -1.23738  -0.29
H -2.80412 4.23870 -1.71774  0.15
H -2.93293 2.49319 -0.72897  0.14
C 1.84114 -1.47867 0.75063  -0.26
O 1.03797 -2.66355 0.60384  -0.71
H 1.31841 -0.62046 1.22655  0.16
H 2.54790 -1.73413 1.53936  0.19
H 2.20100 -1.10379 -0.20746  0.17
H 0.57040 -2.54460 -0.22883  0.46

Forces on atoms 1 to 3 (eV/Å):
S 0.392 0.217 -0.131
H -0.352 -0.542 0.312
H -0.040 0.325 -0.180